Version P
Entry from the OMol25 dataset: an isolated molecule of C2H2O3 (ωB97M-V with the def2-TZVPD basis set).

```
! RIJCOSX wB97M-V def2-TZVPD def2/J DEFGRID3
* xyz 0 1
C -0.704 -0.029 -0.145
C 0.642 0.624 0.132
H 0.236 -1.697 0.204
H 0.405 1.761 0.180
O -0.665 -1.364 -0.121
O -1.597 0.686 -0.482
O 1.684 0.018 0.232
*
```

Values from the calculation:
**Kohn-Sham gap**: 10.08 eV
**Structure (SMILES)**: O=CC(=O)O
**HOMO level**: -10.725 eV



Version Q
Entry from the OMol25 dataset: an isolated molecule of C2H2O3 (ωB97M-V with the def2-TZVPD basis set).

```
! RIJCOSX wB97M-V def2-TZVPD def2/J DEFGRID3
* xyz 0 1
C 0.084 0.499 -0.050
C -0.903 -0.553 0.292
O 1.289 0.294 0.554
O -0.282 1.589 -0.474
O -2.058 -0.781 0.366
H 1.960 0.003 -0.085
H -0.091 -1.052 -0.604
*
```

Values from the calculation:
**Kohn-Sham gap**: 8.72 eV
**Structure (SMILES)**: O=CC(=O)O
**HOMO level**: -9.973 eV



How do the energies compare? Relative to the most stable structure, in eV: version P 0.000; version Q 2.848.



Version P
Entry from the OMol25 dataset: a cluster of 2 separate species, C3H11O in total (ωB97M-V with the def2-TZVPD basis set).

```
! RIJCOSX wB97M-V def2-TZVPD def2/J DEFGRID3
* xyz 1 1
O 1.528 -1.155 -1.607
H 2.058 -1.904 -1.914
H 1.142 -0.919 -0.756
H 1.611 -0.294 -2.092
C 0.634 0.976 0.777
C -0.580 0.467 -0.012
C -1.654 -0.286 0.808
H 1.480 0.337 0.855
H 1.011 1.964 0.508
H 0.162 1.117 1.770
H -1.156 1.313 -0.453
H -0.292 0.059 -0.926
H -2.428 0.336 1.338
H -1.278 -1.068 1.585
H -2.237 -0.944 0.120
*
```

Values from the calculation:
**Kohn-Sham gap**: 10.28 eV
**HOMO level**: -15.237 eV



Version Q
Entry from the OMol25 dataset: a cluster of 2 separate species, C3H11O in total (ωB97M-V with the def2-TZVPD basis set).

```
! RIJCOSX wB97M-V def2-TZVPD def2/J DEFGRID3
* xyz 1 1
O -1.338 -0.688 -1.895
H -2.199 -0.267 -2.056
H -0.688 -0.622 -2.620
H -0.803 -0.574 -1.069
C -0.310 1.281 0.850
C 0.564 0.044 1.237
C 1.161 -0.751 0.066
H 0.202 1.823 0.055
H -0.674 1.812 1.724
H -1.254 0.923 0.426
H -0.088 -0.640 1.786
H 1.213 0.400 2.028
H 2.237 -0.729 0.254
H 0.892 -1.807 0.100
H 1.085 -0.206 -0.887
*
```

Values from the calculation:
**Kohn-Sham gap**: 10.37 eV
**HOMO level**: -15.202 eV



How do the energies compare? Relative to the most stable structure, in eV: version P 0.435; version Q 0.000.